Entry 1:
{
  "formula": "C20H29NO4",
  "method": "the ωB97M-V functional and the def2-TZVPD basis",
  "homo_lumo_gap_ha": 0.31778,
  "smiles": "CCCCN1C(=O)C(C)=C(C)[C@H]1OCCc1ccc(OC)c(OC)c1",
  "multiplicity": 1,
  "homo_ev": -7.88,
  "de_lowest_kj_mol": 134.6,
  "elements": ["C", "C", "C", "C", "N", "C", "O", "C", "C", "C", "H", "H", "H", "C", "O", "C", "C", "C", "C", "C", "C", "C", "C", "H", "O", "C", "H", "H", "H", "O", "C", "H", "H", "H", "H", "H", "H", "H", "H", "H", "H", "C", "H", "H", "H", "H", "H", "H", "H", "H", "H", "H", "H", "H"],
  "coordinates": [[1.053, 2.634, -2.505], [2.125, 1.700, -1.957], [2.126, 1.662, -0.427], [0.963, 0.846, 0.158], [1.362, -0.487, 0.541], [1.461, -0.914, 1.827], [1.140, -0.284, 2.815], [2.026, -2.292, 1.773], [2.189, -2.643, 0.494], [2.726, -3.903, -0.084], [2.555, -4.739, 0.589], [2.258, -4.103, -1.046], [3.801, -3.811, -0.245], [1.688, -1.529, -0.403], [0.595, -1.891, -1.210], [-0.477, -2.531, -0.528], [-1.820, -2.073, -1.102], [-2.098, -0.624, -0.808], [-2.254, 0.293, -1.827], [-2.490, 1.634, -1.547], [-2.549, 2.081, -0.240], [-2.382, 1.152, 0.814], [-2.180, -0.183, 0.513], [-2.067, -0.898, 1.312], [-2.434, 1.672, 2.067], [-2.100, 0.840, 3.155], [-2.150, 1.480, 4.034], [-1.086, 0.436, 3.062], [-2.816, 0.019, 3.270], [-2.749, 3.375, 0.142], [-2.899, 4.347, -0.859], [-3.777, 4.153, -1.485], [-2.009, 4.413, -1.495], [-3.035, 5.291, -0.334], [-2.619, 2.322, -2.367], [-2.190, -0.026, -2.856], [-2.599, -2.700, -0.661], [-1.811, -2.235, -2.180], [-0.375, -3.619, -0.650], [-0.434, -2.300, 0.541], [2.454, -1.195, -1.116], [2.336, -3.043, 3.019], [1.920, -2.503, 3.866], [1.917, -4.048, 2.985], [3.413, -3.129, 3.154], [0.587, 1.316, 1.069], [0.150, 0.775, -0.567], [2.066, 2.686, -0.053], [3.065, 1.238, -0.064], [1.960, 0.695, -2.350], [3.103, 2.039, -2.305], [1.072, 2.638, -3.592], [0.064, 2.316, -2.182], [1.220, 3.650, -2.154]]
}


Entry 2:
{
  "formula": "H24O12",
  "method": "the ωB97M-V functional and the def2-TZVPD basis",
  "homo_lumo_gap_ha": 0.35643,
  "smiles": "O.O.O.O.O.O.O.O.O.O.O.O",
  "multiplicity": 1,
  "homo_ev": -10.11,
  "de_lowest_kj_mol": 169.9,
  "elements": ["O", "H", "H", "O", "H", "H", "O", "H", "H", "O", "H", "H", "O", "H", "H", "O", "H", "H", "O", "H", "H", "O", "H", "H", "O", "H", "H", "O", "H", "H", "O", "H", "H", "O", "H", "H"],
  "coordinates": [[2.234, -1.085, -1.996], [3.012, -0.537, -2.096], [2.387, -1.828, -2.579], [-0.157, -2.313, -2.868], [-0.672, -2.767, -2.201], [0.559, -1.905, -2.382], [0.589, 0.517, 0.408], [1.012, 0.071, -0.326], [0.405, 1.397, 0.079], [-2.634, -0.097, -1.083], [-2.264, 0.063, -0.215], [-2.726, -1.048, -1.133], [-2.346, 0.758, 1.939], [-3.282, 0.732, 2.136], [-2.252, 1.480, 1.317], [-0.529, -2.525, 1.485], [-0.770, -1.614, 1.649], [-1.029, -3.026, 2.129], [1.585, 0.854, 2.993], [2.065, 1.635, 3.268], [1.133, 1.120, 2.192], [-1.036, 1.769, -2.871], [-1.701, 1.270, -2.397], [-0.317, 1.865, -2.246], [-2.025, 3.171, 0.414], [-1.709, 3.414, -0.456], [-2.460, 3.958, 0.740], [2.550, -2.236, 2.431], [2.056, -2.383, 3.237], [2.046, -1.573, 1.958], [1.131, -3.259, -0.427], [0.383, -3.022, 0.121], [1.631, -2.448, -0.515], [0.756, 2.952, -0.799], [0.782, 3.903, -0.693], [1.591, 2.735, -1.215]]
}


Entry 3:
{
  "formula": "C24H61F3I2InO22S7",
  "method": "the ωB97M-V functional and the def2-TZVPD basis",
  "homo_lumo_gap_ha": 0.24655,
  "multiplicity": 1,
  "homo_ev": -5.18,
  "charge": -1,
  "elements": ["O", "C", "C", "In", "I", "I", "C", "F", "F", "F", "H", "H", "H", "H", "H", "O", "S", "O", "O", "C", "C", "C", "H", "H", "H", "H", "H", "H", "H", "H", "O", "S", "O", "O", "C", "C", "C", "H", "H", "H", "H", "H", "H", "H", "H", "O", "S", "O", "O", "C", "C", "C", "H", "H", "H", "H", "H", "H", "H", "H", "O", "S", "O", "O", "C", "C", "C", "H", "H", "H", "H", "H", "H", "H", "H", "O", "S", "O", "O", "C", "C", "C", "H", "H", "H", "H", "H", "H", "H", "H", "O", "S", "O", "O", "C", "C", "C", "H", "H", "H", "H", "H", "H", "H", "H", "O", "S", "O", "O", "C", "C", "C", "H", "H", "H", "H", "H", "H", "H", "H"],
  "coordinates": [[0.332, -3.244, 3.770], [0.176, -3.189, 2.279], [-1.223, -3.854, 1.741], [-3.113, -3.005, 2.654], [-2.894, -3.030, 5.472], [-3.944, -0.533, 1.574], [0.490, -1.682, 1.676], [0.595, -1.669, 0.170], [-0.538, -0.700, 2.110], [1.792, -1.187, 2.257], [1.339, -3.313, 3.884], [1.054, -3.883, 1.866], [-1.293, -3.846, 0.573], [-1.185, -5.004, 2.056], [-4.445, -4.196, 2.252], [7.594, -0.815, 0.551], [7.004, 0.262, -0.218], [7.151, 1.648, 0.167], [5.424, -0.058, -0.448], [4.602, -0.286, 0.687], [4.289, 1.008, 1.417], [7.518, 0.098, -1.909], [5.063, -1.018, 1.359], [3.666, -0.726, 0.326], [5.192, 1.440, 1.858], [3.571, 0.835, 2.224], [3.878, 1.752, 0.727], [7.379, -0.937, -2.226], [8.575, 0.371, -1.967], [6.926, 0.778, -2.525], [-6.694, -4.066, 0.821], [-7.031, -4.528, -0.509], [-6.244, -4.167, -1.668], [-8.595, -4.188, -0.806], [-9.035, -2.842, -0.687], [-8.573, -1.998, -1.860], [-7.187, -6.296, -0.473], [-8.707, -2.412, 0.265], [-10.131, -2.861, -0.671], [-7.484, -1.895, -1.866], [-9.005, -0.995, -1.812], [-8.859, -2.465, -2.808], [-7.808, -6.583, 0.376], [-6.184, -6.720, -0.365], [-7.630, -6.631, -1.413], [-6.819, -3.917, 6.631], [-6.235, -4.954, 7.456], [-5.279, -5.904, 6.930], [-7.429, -5.767, 8.207], [-8.451, -6.360, 7.419], [-7.961, -7.616, 6.723], [-5.530, -4.200, 8.900], [-8.852, -5.638, 6.699], [-9.269, -6.625, 8.098], [-7.192, -7.381, 5.981], [-8.782, -8.121, 6.207], [-7.513, -8.308, 7.444], [-6.253, -3.506, 9.330], [-4.630, -3.662, 8.593], [-5.267, -4.983, 9.615], [5.480, 6.100, -2.478], [5.554, 4.684, -2.772], [6.523, 4.143, -3.700], [4.072, 4.152, -3.187], [3.396, 4.786, -4.263], [3.977, 4.377, -5.605], [5.694, 3.794, -1.242], [3.409, 5.875, -4.141], [2.348, 4.470, -4.218], [5.002, 4.741, -5.717], [3.383, 4.787, -6.427], [4.009, 3.287, -5.695], [4.944, 4.166, -0.542], [6.698, 3.966, -0.844], [5.551, 2.730, -1.438], [0.676, 5.233, -6.086], [-0.425, 6.174, -6.128], [-1.230, 6.464, -4.962], [-1.409, 5.781, -7.364], [-1.953, 4.469, -7.413], [-3.068, 4.291, -6.399], [0.168, 7.710, -6.790], [-1.167, 3.719, -7.275], [-2.362, 4.326, -8.419], [-2.684, 4.353, -5.376], [-3.549, 3.316, -6.517], [-3.821, 5.077, -6.509], [0.748, 7.511, -7.692], [0.801, 8.180, -6.032], [-0.686, 8.354, -7.009], [-3.319, 0.741, 9.006], [-3.309, 2.113, 8.542], [-4.526, 2.880, 8.393], [-2.460, 2.195, 7.154], [-2.849, 1.368, 6.067], [-4.105, 1.889, 5.392], [-2.185, 3.046, 9.550], [-2.977, 0.331, 6.396], [-2.027, 1.378, 5.343], [-4.968, 1.825, 6.062], [-4.334, 1.308, 4.494], [-3.988, 2.942, 5.116], [-1.247, 2.496, 9.643], [-2.644, 3.174, 10.534], [-2.022, 4.022, 9.089], [10.932, 1.015, -4.734], [9.640, 0.808, -5.356], [8.623, -0.024, -4.750], [9.864, 0.330, -6.896], [10.659, -0.822, -7.144], [9.912, -2.098, -6.800], [8.922, 2.391, -5.712], [11.609, -0.761, -6.602], [10.897, -0.827, -8.213], [9.721, -2.165, -5.725], [10.490, -2.979, -7.093], [8.940, -2.125, -7.303], [9.666, 3.019, -6.203], [8.615, 2.842, -4.765], [8.049, 2.247, -6.353]]
}